Molecular formula: C28H47Br2Cl23N2O5P
Method: DFT, ωB97M-V/def2-TZVPD

```
! wB97M-V def2-TZVPD RIJCOSX def2/J DEFGRID3
* xyz 1 1
O 2.0321 0.3149 2.5568
C 1.1026 0.8281 2.0276
Cl 0.8854 2.6183 2.3442
C 0.0459 0.1054 1.1339
C 0.5323 -0.2536 -0.3274
Br 2.4913 -0.2085 -0.5906
C 0.0103 -1.7042 -0.7727
C -1.5410 -1.6389 -1.1942
C -2.0280 -3.1264 -1.4585
C -3.2540 -3.5704 -0.5675
C -4.3580 -2.4200 -0.5602
N -5.7163 -2.8823 -0.2002
C -6.7215 -1.8873 -0.6990
C -6.3286 -0.4576 -0.1386
C -6.0263 -0.4133 1.3114
C -5.6038 0.8251 1.9723
C -5.4811 2.0305 1.1427
C -5.7944 2.0060 -0.2960
C -6.2207 0.7429 -0.9603
O -6.4777 0.7066 -2.3349
N -1.7553 -0.7293 -2.3910
Br -3.2432 0.4441 -2.1314
C -0.5599 0.1277 -2.6904
P -0.9004 1.5287 -3.9319
O 0.4257 1.7824 -4.5844
O -1.3113 2.9366 -3.1638
O -1.9504 1.1052 -5.1446
C -0.0674 0.8289 -1.3681
H -0.8836 0.7454 1.1580
H -0.2361 -0.8475 1.6662
H 0.0275 -2.3512 0.1508
H 0.6684 -2.1120 -1.5969
H -2.0545 -1.1271 -0.3398
H -2.3298 -3.2921 -2.5497
H -1.1539 -3.8136 -1.2395
H -2.9273 -3.6817 0.5125
H -3.6668 -4.5773 -0.8515
H -3.9761 -1.6523 0.1695
H -4.4095 -2.0396 -1.6233
H -5.9410 -3.7257 -0.7482
H -7.7391 -2.1332 -0.2776
H -6.7446 -1.8645 -1.8256
H -6.1202 -1.3531 1.9174
H -5.3674 0.8007 3.0612
H -5.1364 2.9821 1.6135
H -5.6900 2.9158 -0.9410
H -6.7655 1.6108 -2.5761
H -1.9680 -1.3057 -3.2230
H 0.2444 -0.4919 -3.1865
H -0.6214 3.5870 -3.4183
H -2.4802 0.3138 -4.9366
H 0.7307 1.5626 -1.6849
H -0.8495 1.4352 -0.8443
C 4.0647 -1.2136 4.3455
Cl 5.3845 -1.7748 3.3107
Cl 3.4944 -2.5021 5.4140
H 4.4200 -0.3839 4.9510
H 3.2411 -0.8886 3.7176
C 4.1743 -6.1334 5.3249
Cl 3.9816 -7.1882 6.7287
Cl 3.1992 -6.6957 3.9594
H 3.8570 -5.1297 5.5918
H 5.2205 -6.1253 5.0309
C 1.0250 4.5293 -6.4041
Cl 2.2350 5.4593 -7.2891
Cl 0.6619 5.2766 -4.8389
H 0.1125 4.4859 -6.9928
H 1.4039 3.5253 -6.2329
C -4.0221 4.9148 -4.6597
Cl -4.6122 6.1830 -5.7347
Cl -5.2023 4.5451 -3.3918
H -3.8384 4.0156 -5.2421
H -3.0989 5.2486 -4.1933
C 8.8111 -1.3717 1.9395
Cl 9.8177 -2.5752 1.1252
Cl 9.3749 0.2691 1.6060
H 7.7881 -1.4707 1.5863
H 8.8506 -1.5458 3.0103
C 9.7721 3.4745 0.1240
Cl 10.9714 4.4130 -0.7721
Cl 9.4183 4.2119 1.6921
H 8.8554 3.4278 -0.4576
H 10.1588 2.4724 0.2848
C -5.9314 -4.7675 -3.8498
Cl -6.0875 -5.8953 -2.5008
Cl -4.2363 -4.4476 -4.2165
H -6.4146 -5.1918 -4.7257
H -6.4109 -3.8293 -3.5817
C 1.7768 -4.9130 -1.0099
Cl 0.1788 -5.1252 -0.2872
Cl 1.7116 -3.7697 -2.3590
H 2.4561 -4.5324 -0.2511
H 2.1340 -5.8704 -1.3791
C -0.7676 2.3296 5.4782
Cl -1.0944 4.0343 5.8091
Cl -2.2379 1.3552 5.6117
H -0.3744 2.2357 4.4694
H -0.0367 1.9652 6.1955
C 10.8268 0.9066 5.3952
Cl 10.8612 1.9676 3.9826
Cl 9.6210 -0.3766 5.2200
H 11.8064 0.4527 5.5185
H 10.5812 1.4985 6.2726
C -0.8821 6.2429 2.3529
Cl -0.8519 7.2934 0.9332
Cl -2.0580 4.9355 2.1604
H 0.1053 5.8107 2.4926
H -1.1533 6.8338 3.2235
*
```

The total energy comes out at -480397.91191 eV. The HOMO energy is -11.3 eV. The HOMO-LUMO gap comes out at 6.4 eV. As for the lowest unoccupied orbital energy: -4.8 eV. The value obtained for the relative energy (zero: lowest compared OMol25 entry of this formula, charge and spin) is 227.4 kJ/mol.

Molecular formula: C28H47BrNNiO3P3
Method: DFT, ωB97M-V/def2-TZVPD

```
! wB97M-V def2-TZVPD RIJCOSX def2/J DEFGRID3
* xyz 2 3
C 1.0946 -5.7107 -0.0036
C 2.3219 -5.0378 -0.2367
C 2.9131 -5.1090 -1.5158
C 2.2594 -5.8747 -2.4997
N 1.1208 -6.5092 -2.2399
C 0.5337 -6.4538 -1.0458
C 2.8482 -4.1677 0.7732
C 3.0327 -3.2940 1.6228
C 2.5110 -2.2636 2.4537
C 1.2459 -2.5238 3.0450
C 0.3246 -1.4936 3.1199
C 0.6798 -0.3165 2.4892
C 2.0135 0.0747 2.3232
C 2.9856 -0.9390 2.4097
Ni -0.5422 1.0197 1.8308
P -0.8679 -0.3172 -0.2981
H 3.8166 -4.5500 -1.7524
H 0.5781 -5.6075 0.9481
H 2.6954 -5.9576 -3.5018
H -0.4003 -6.9997 -0.8833
H 4.0416 -0.7082 2.3039
H 0.9971 -3.5366 3.3202
H 2.3245 1.1002 2.1592
H -0.6402 -1.6251 3.6153
C -1.8328 0.6218 -1.5569
C -1.9389 0.1169 -2.9892
H -1.4119 1.6371 -1.5582
H -2.8391 0.7232 -1.1320
H -2.6138 0.7676 -3.5585
H -0.9887 0.1242 -3.5299
H -2.3660 -0.8850 -3.0683
C 0.6228 -0.9421 -1.1680
C 0.4721 -2.0679 -2.1814
H 1.3128 -1.2723 -0.3800
H 1.0974 -0.0753 -1.6485
H 1.4395 -2.2844 -2.6484
H 0.1452 -3.0055 -1.7214
H -0.2139 -1.8289 -2.9988
C -1.8627 -1.8370 -0.0085
C -2.6670 -2.4622 -1.1444
H -2.5532 -1.5930 0.8089
H -1.1515 -2.5729 0.3885
H -3.1721 -3.3665 -0.7821
H -3.4569 -1.8052 -1.5215
H -2.0526 -2.7850 -1.9902
Br -1.0486 3.2298 1.5198
P 1.1599 2.8927 -0.9554
C 1.2428 2.6878 -2.7641
C 1.6877 3.9441 -3.4922
H 0.2180 2.4168 -3.0733
H 1.8824 1.8277 -3.0096
H 1.5998 3.7766 -4.5707
H 1.0513 4.7972 -3.2362
H 2.7315 4.2052 -3.2787
C 1.1841 4.6745 -0.4901
C 2.5295 5.3081 -0.1994
H 0.5694 4.7271 0.4354
H 0.6347 5.2363 -1.2581
H 2.3576 6.3343 0.1439
H 3.0546 4.7809 0.6015
H 3.1829 5.3631 -1.0756
C 2.7236 2.1657 -0.2834
C 3.9715 2.3480 -1.1326
H 2.5321 1.0886 -0.1471
H 2.8877 2.5691 0.7272
H 4.7940 1.7871 -0.6698
H 3.8427 1.9538 -2.1462
H 4.2894 3.3957 -1.2000
C -4.3328 2.7839 0.7820
O -3.6192 1.5439 0.8374
P -2.7822 1.1190 2.1607
O -3.1315 2.1447 3.3261
C -4.1691 2.0875 4.3034
O -3.5234 -0.2714 2.5167
C -3.1936 -1.0610 3.6985
H -4.7347 2.8413 -0.2300
H -3.6638 3.6282 0.9593
H -5.1520 2.7681 1.5101
H -4.2720 3.1149 4.6636
H -5.1212 1.7593 3.8566
H -3.8598 1.4382 5.1339
H -4.1465 -1.3202 4.1919
H -2.5514 -0.5203 4.4248
H -2.6816 -1.9734 3.3714
*
```

The total energy comes out at -176364.89392 eV. As for the expectation value of S²: 2.492. The HOMO energy (spin up / spin down) is -13.0 / -13.1 eV. The HOMO-LUMO gap (spin up / spin down) comes out at 4.7 / 4.5 eV. As for the lowest unoccupied orbital energy (spin up / spin down): -8.2 / -8.6 eV. The value obtained for the relative energy (zero: lowest compared OMol25 entry of this formula, charge and spin) is 184.5 kJ/mol.